(1)
{"formula": "C4H7NO2", "method": "wB97M-V/def2-TZVPD", "e_tot_ev": -9845.4720, "multiplicity": 1, "e_above_lowest_kj_mol": 174.4, "e_homo_ev": -8.8659, "symbols": ["C", "C", "C", "O", "C", "O", "N", "H", "H", "H", "H", "H", "H", "H"], "xyz": [[-1.286, -1.029, 1.300], [-0.405, -0.072, 0.528], [-1.024, 1.008, -0.223], [-2.229, 1.168, -0.281], [0.912, -0.222, 0.703], [1.960, -0.540, 1.102], [1.647, 0.460, -1.457], [-1.564, -0.625, 2.277], [-2.200, -1.182, 0.722], [-0.794, -1.995, 1.440], [0.904, 0.224, -2.105], [-0.337, 1.704, -0.740], [2.369, -0.249, -1.539], [2.047, 1.350, -1.728]]}

(2)
{"formula": "C6H12", "method": "wB97M-V/def2-TZVPD", "e_tot_ev": -6415.6245, "multiplicity": 1, "e_above_lowest_kj_mol": 127.0, "e_homo_ev": -10.0531, "symbols": ["C", "C", "C", "C", "C", "C", "H", "H", "H", "H", "H", "H", "H", "H", "H", "H", "H", "H"], "xyz": [[1.750, 0.133, -0.942], [1.966, -0.415, 0.436], [0.952, -1.063, -0.460], [-0.504, -0.906, 0.008], [-1.000, 0.531, -0.168], [-2.155, 0.986, 0.703], [1.234, 1.071, -1.107], [-0.180, 1.211, 0.072], [2.563, 0.002, -1.646], [1.541, 0.112, 1.288], [2.908, -0.907, 0.654], [1.187, -2.011, -0.941], [-0.580, -1.201, 1.067], [-1.156, -1.609, -0.525], [-1.229, 0.692, -1.228], [-3.087, 0.446, 0.517], [-2.328, 2.051, 0.513], [-1.884, 0.877, 1.759]]}

(3)
{"formula": "C4H9NO2", "method": "wB97M-V/def2-TZVPD", "e_tot_ev": -9872.0766, "multiplicity": 1, "e_above_lowest_kj_mol": 770.3, "e_homo_ev": -7.8584, "symbols": ["C", "N", "C", "C", "O", "C", "O", "H", "H", "H", "H", "H", "H", "H", "H", "H"], "xyz": [[-1.174, -0.160, 1.572], [-1.398, -0.766, 0.271], [2.426, 0.526, -1.171], [2.304, -0.274, -0.016], [1.257, -0.854, 0.265], [-1.894, 0.149, -0.808], [-0.952, 1.059, -0.976], [-0.351, -0.681, 2.058], [-2.060, -0.190, 2.217], [-0.909, 0.891, 1.437], [-0.480, -1.018, -0.083], [3.360, 1.070, -1.331], [3.216, -0.421, 0.595], [1.593, 0.584, -1.870], [-2.855, 0.565, -0.471], [-2.083, -0.479, -1.690]]}

(4)
{"formula": "C23H31GdN3P2", "method": "wB97M-V/def2-TZVPD", "s2": 16.829, "e_tot_ev": -68230.6066, "charge": 1, "multiplicity": 8, "e_homo_ev": [-8.0976, -8.0501], "symbols": ["C", "C", "C", "C", "C", "C", "C", "C", "C", "C", "C", "C", "C", "H", "H", "H", "H", "H", "H", "H", "N", "Gd", "C", "H", "H", "C", "H", "H", "P", "P", "C", "H", "H", "H", "C", "H", "H", "H", "C", "H", "H", "H", "C", "H", "H", "H", "H", "H", "C", "C", "N", "C", "C", "N", "H", "H", "H", "H", "H", "H"], "xyz": [[-1.148, 3.321, -2.564], [-0.914, 2.051, -2.031], [0.425, 1.605, -1.909], [1.513, 2.456, -2.272], [1.228, 3.758, -2.764], [-0.084, 4.169, -2.897], [2.807, 1.935, -2.124], [3.020, 0.544, -2.124], [1.900, -0.277, -1.791], [1.971, -1.687, -1.935], [3.180, -2.266, -2.321], [4.307, -1.468, -2.558], [4.241, -0.088, -2.492], [-2.176, 3.662, -2.699], [2.065, 4.407, -3.019], [-0.290, 5.158, -3.291], [3.656, 2.600, -2.243], [3.250, -3.349, -2.440], [5.241, -1.939, -2.857], [5.108, 0.536, -2.694], [0.723, 0.353, -1.360], [0.428, 0.030, 0.864], [-2.060, 1.182, -1.545], [-1.982, 0.149, -1.930], [-3.026, 1.613, -1.859], [0.759, -2.551, -1.626], [-0.153, -2.172, -2.117], [0.944, -3.595, -1.936], [-2.047, 1.060, 0.312], [0.413, -2.595, 0.190], [1.776, -3.652, 0.750], [1.806, -3.648, 1.844], [1.590, -4.666, 0.370], [2.729, -3.263, 0.364], [-1.034, -3.672, 0.322], [-0.744, -4.686, 0.006], [-1.363, -3.666, 1.370], [-1.835, -3.271, -0.316], [-2.531, 2.776, 0.710], [-3.485, 3.031, 0.230], [-2.625, 2.906, 1.792], [-1.763, 3.476, 0.360], [-3.599, 0.165, 0.627], [-3.708, 0.022, 1.709], [-4.464, 0.723, 0.242], [-3.567, -0.826, 0.159], [2.443, 2.503, 0.114], [1.915, 2.356, 0.705], [-1.692, 1.398, 3.887], [-1.252, -0.012, 3.829], [-0.302, -0.572, 3.050], [-0.168, -1.905, 3.495], [-1.082, -2.126, 4.482], [-1.759, -0.928, 4.657], [-2.658, 1.531, 3.371], [-1.839, 1.663, 4.947], [-0.921, 2.041, 3.444], [0.566, -2.578, 3.067], [-1.268, -3.008, 5.070], [-2.465, -0.714, 5.375]]}

(5)
{"formula": "C54H51As2Br3N2O2Sn", "method": "wB97M-V/def2-TZVPD", "e_tot_ev": -401537.1890, "charge": -2, "multiplicity": 1, "e_above_lowest_kj_mol": 10.1, "e_homo_ev": [-1.6359, -0.3533], "symbols": ["Sn", "C", "O", "C", "C", "C", "C", "C", "C", "N", "N", "C", "C", "O", "C", "C", "C", "C", "C", "C", "C", "C", "H", "H", "H", "H", "H", "H", "H", "H", "H", "H", "H", "H", "H", "C", "C", "As", "C", "C", "C", "C", "C", "C", "C", "C", "C", "C", "C", "C", "As", "C", "C", "C", "C", "C", "C", "C", "C", "C", "C", "C", "C", "H", "H", "H", "H", "H", "H", "H", "H", "H", "H", "H", "H", "H", "H", "H", "H", "H", "H", "H", "H", "H", "H", "H", "H", "Br", "C", "Br", "H", "H", "Br", "C", "C", "C", "C", "C", "C", "C", "C", "C", "C", "H", "H", "H", "H", "H", "H", "H", "H", "H", "H", "H", "H"], "xyz": [[-0.206, -1.108, 1.437], [3.318, -2.288, 0.644], [2.457, -1.674, -0.293], [2.138, -2.497, -1.349], [3.035, -2.627, -2.391], [2.766, -3.454, -3.479], [1.568, -4.161, -3.474], [0.669, -4.040, -2.429], [0.908, -3.192, -1.320], [0.049, -3.070, -0.242], [-0.977, -3.906, -0.373], [-1.828, -4.099, 0.671], [-1.670, -3.682, 2.019], [-0.726, -2.866, 2.444], [-2.566, -4.185, 2.994], [-3.625, -4.997, 2.700], [-3.875, -5.363, 1.355], [-4.988, -6.157, 0.991], [-5.231, -6.497, -0.311], [-4.352, -6.043, -1.316], [-3.264, -5.276, -0.990], [-2.983, -4.914, 0.350], [2.921, -3.262, 0.951], [3.365, -1.628, 1.507], [4.327, -2.425, 0.234], [3.957, -2.057, -2.343], [3.475, -3.548, -4.292], [1.330, -4.826, -4.297], [-0.249, -4.609, -2.424], [-2.373, -3.865, 4.013], [-4.294, -5.343, 3.481], [-5.658, -6.490, 1.779], [-6.092, -7.104, -0.569], [-4.541, -6.295, -2.354], [-2.591, -4.916, -1.755], [0.335, 2.439, -0.112], [1.111, 2.894, 1.120], [2.699, 1.766, 1.445], [3.134, 2.372, 3.263], [4.465, 2.575, 3.633], [4.800, 2.884, 4.943], [3.809, 2.985, 5.910], [2.487, 2.764, 5.557], [2.150, 2.456, 4.245], [4.052, 2.893, 0.542], [4.877, 2.283, -0.397], [5.834, 3.017, -1.087], [5.972, 4.376, -0.847], [5.157, 4.996, 0.093], [4.209, 4.255, 0.784], [1.464, 2.273, -1.732], [0.847, 3.913, -2.620], [1.488, 5.093, -2.244], [1.098, 6.316, -2.774], [0.070, 6.372, -3.705], [-0.561, 5.200, -4.099], [-0.176, 3.978, -3.560], [0.458, 0.920, -2.694], [1.189, -0.016, -3.420], [0.549, -1.049, -4.089], [-0.833, -1.145, -4.045], [-1.571, -0.214, -3.327], [-0.929, 0.810, -2.644], [-0.490, 3.122, -0.316], [-0.099, 1.450, 0.057], [0.470, 2.800, 2.000], [1.432, 3.936, 1.036], [5.249, 2.505, 2.887], [5.839, 3.044, 5.208], [4.070, 3.218, 6.936], [1.705, 2.810, 6.305], [1.117, 2.232, 4.007], [4.746, 1.227, -0.608], [6.462, 2.529, -1.823], [6.710, 4.954, -1.392], [5.262, 6.057, 0.288], [3.586, 4.742, 1.526], [2.305, 5.055, -1.529], [1.603, 7.223, -2.464], [-0.237, 7.323, -4.123], [-1.364, 5.234, -4.825], [-0.682, 3.072, -3.871], [2.273, 0.032, -3.422], [1.134, -1.804, -4.599], [-1.334, -1.970, -4.535], [-2.647, -0.305, -3.261], [-1.517, 1.502, -2.051], [2.127, -4.931, 3.230], [1.739, -3.293, 4.168], [0.601, -3.553, 5.700], [1.240, -2.633, 3.473], [2.678, -2.891, 4.529], [-0.870, 0.375, 3.796], [-3.933, -0.688, 2.179], [-3.602, -0.639, 0.688], [-4.480, -1.680, -0.014], [-2.139, -0.913, 0.386], [-3.829, 0.773, 0.125], [-3.303, 1.884, 0.794], [-3.388, 3.155, 0.250], [-3.998, 3.361, -0.983], [-4.536, 2.273, -1.652], [-4.455, 0.999, -1.101], [-3.665, -1.670, 2.573], [-5.008, -0.536, 2.330], [-3.386, 0.047, 2.758], [-4.359, -2.642, 0.487], [-4.195, -1.827, -1.057], [-5.538, -1.398, 0.028], [-2.003, -1.168, -0.668], [-2.776, 1.742, 1.731], [-2.952, 3.990, 0.787], [-4.040, 4.353, -1.418], [-5.017, 2.409, -2.614], [-4.886, 0.167, -1.642]]}

(6)
{"formula": "C58H74F5N8O5P2", "method": "wB97M-V/def2-TZVPD", "e_tot_ev": -115663.2146, "charge": 1, "multiplicity": 1, "e_homo_ev": -10.7687, "symbols": ["C", "C", "O", "P", "O", "C", "C", "C", "P", "C", "C", "C", "C", "O", "C", "C", "O", "C", "F", "C", "C", "C", "F", "F", "C", "F", "F", "O", "C", "C", "H", "H", "H", "H", "H", "H", "H", "H", "H", "H", "H", "H", "H", "H", "H", "H", "H", "H", "H", "H", "H", "H", "H", "H", "H", "H", "H", "H", "H", "H", "H", "H", "H", "H", "N", "C", "C", "C", "C", "C", "H", "H", "H", "H", "H", "N", "C", "C", "C", "C", "C", "H", "H", "H", "H", "H", "N", "C", "C", "C", "C", "C", "H", "H", "H", "H", "H", "N", "C", "C", "C", "C", "C", "H", "H", "H", "H", "H", "N", "C", "C", "C", "C", "C", "H", "H", "H", "H", "H", "N", "C", "C", "C", "C", "C", "H", "H", "H", "H", "H", "N", "C", "C", "C", "C", "C", "H", "H", "H", "H", "H", "N", "C", "C", "C", "C", "C", "H", "H", "H", "H", "H"], "xyz": [[5.326, 2.578, 0.908], [6.025, 1.270, 0.884], [5.906, 0.653, 2.184], [6.080, -0.897, 2.219], [6.160, -1.388, 3.576], [4.601, -1.541, 1.427], [3.410, -1.226, 2.351], [2.087, -0.946, 1.596], [1.054, -2.382, 1.767], [-0.644, -2.132, 1.214], [-0.941, -1.228, 0.003], [-2.027, -0.201, 0.404], [-3.396, -0.802, 0.095], [-4.475, 0.143, -0.024], [-5.377, 0.055, 1.023], [-5.690, 1.273, 1.789], [-5.898, -0.993, 1.251], [1.915, -3.670, 0.773], [2.313, -3.084, -0.389], [1.179, -4.982, 0.558], [0.501, -5.092, -0.787], [0.884, -2.936, 3.554], [0.877, -1.853, 4.325], [-0.339, -3.496, 3.599], [1.897, -3.989, 4.068], [2.915, -3.350, 4.633], [1.276, -4.732, 4.984], [7.348, -1.176, 1.342], [7.299, -2.181, 0.312], [7.010, -3.581, 0.810], [6.000, 3.410, 0.964], [4.675, 2.635, 1.759], [4.725, 2.722, 0.033], [5.630, 0.633, 0.112], [7.069, 1.404, 0.668], [4.679, -2.610, 1.370], [4.447, -1.182, 0.426], [3.618, -0.401, 2.999], [3.294, -2.091, 2.973], [1.566, -0.070, 1.943], [2.274, -0.854, 0.543], [-1.191, -1.782, 2.069], [-1.031, -3.111, 1.014], [-1.338, -1.842, -0.781], [-0.070, -0.756, -0.407], [-1.936, 0.717, -0.142], [-1.970, 0.016, 1.455], [-3.331, -1.321, -0.847], [-3.665, -1.525, 0.847], [-5.801, 2.125, 1.146], [-6.609, 1.064, 2.298], [-4.922, 1.491, 2.505], [2.809, -3.884, 1.340], [1.899, -5.773, 0.638], [0.456, -5.109, 1.349], [-0.507, -4.725, -0.841], [0.460, -6.123, -1.069], [1.073, -4.595, -1.545], [2.243, -4.653, 3.290], [6.632, -1.896, -0.480], [8.275, -2.162, -0.127], [6.098, -3.924, 0.365], [7.763, -4.266, 0.477], [6.901, -3.618, 1.878], [7.611, 5.048, 2.220], [8.564, 4.974, 1.295], [9.898, 5.263, 1.537], [10.263, 5.654, 2.814], [9.284, 5.737, 3.789], [7.979, 5.423, 3.441], [8.239, 4.667, 0.306], [10.628, 5.184, 0.745], [11.293, 5.890, 3.046], [9.523, 6.038, 4.799], [7.185, 5.473, 4.178], [-3.852, 3.920, 1.796], [-3.243, 4.289, 0.672], [-2.407, 5.389, 0.579], [-2.194, 6.149, 1.720], [-2.810, 5.771, 2.898], [-3.628, 4.653, 2.884], [-3.457, 3.680, -0.203], [-1.949, 5.651, -0.366], [-1.563, 7.023, 1.690], [-2.674, 6.336, 3.810], [-4.141, 4.332, 3.785], [5.092, -6.190, -0.308], [5.936, -7.144, -0.688], [5.634, -8.097, -1.650], [4.387, -8.060, -2.249], [3.495, -7.071, -1.864], [3.900, -6.168, -0.895], [6.901, -7.143, -0.195], [6.362, -8.849, -1.920], [4.115, -8.786, -3.003], [2.511, -7.002, -2.307], [3.232, -5.373, -0.574], [-1.266, -6.283, -3.655], [-1.049, -5.041, -4.076], [-2.041, -4.198, -4.546], [-3.337, -4.682, -4.591], [-3.583, -5.974, -4.158], [-2.516, -6.730, -3.698], [-0.015, -4.710, -4.035], [-1.802, -3.195, -4.876], [-4.140, -4.065, -4.958], [-4.581, -6.390, -4.178], [-2.667, -7.746, -3.350], [-7.626, 0.097, -3.538], [-6.889, -0.328, -2.519], [-7.267, -1.343, -1.655], [-8.494, -1.952, -1.857], [-9.279, -1.521, -2.915], [-8.800, -0.499, -3.724], [-5.936, 0.173, -2.382], [-6.611, -1.635, -0.848], [-8.832, -2.745, -1.204], [-10.244, -1.965, -3.113], [-9.384, -0.138, -4.562], [-5.615, 4.388, 5.945], [-6.245, 3.221, 5.850], [-7.424, 2.924, 6.515], [-7.981, 3.897, 7.329], [-7.338, 5.118, 7.440], [-6.164, 5.312, 6.729], [-5.776, 2.484, 5.205], [-7.891, 1.957, 6.397], [-8.901, 3.706, 7.866], [-7.736, 5.906, 8.063], [-5.633, 6.255, 6.788], [-1.532, 2.541, -4.088], [-2.115, 1.982, -3.037], [-3.362, 1.377, -3.067], [-4.053, 1.354, -4.270], [-3.460, 1.937, -5.378], [-2.205, 2.513, -5.235], [-1.544, 2.023, -2.111], [-3.770, 0.937, -2.166], [-5.033, 0.898, -4.345], [-3.959, 1.948, -6.337], [-1.708, 2.976, -6.080], [1.243, 5.847, -5.687], [1.163, 7.103, -6.114], [-0.031, 7.795, -6.248], [-1.208, 7.144, -5.921], [-1.142, 5.835, -5.475], [0.104, 5.233, -5.375], [2.106, 7.577, -6.363], [-0.035, 8.817, -6.600], [-2.161, 7.649, -6.011], [-2.036, 5.290, -5.207], [0.199, 4.211, -5.027]]}

(7)
{"formula": "C6H9NO2S", "method": "wB97M-V/def2-TZVPD", "s2": 2.006, "e_tot_ev": -22784.2591, "multiplicity": 3, "e_above_lowest_kj_mol": 0.0, "e_homo_ev": [-6.0857, -9.6264], "symbols": ["C", "C", "C", "C", "C", "C", "N", "O", "O", "S", "H", "H", "H", "H", "H", "H", "H", "H", "H"], "xyz": [[3.120, -0.089, 0.453], [-0.274, -1.341, -0.940], [-1.256, -0.743, 0.011], [-1.993, 0.327, -0.223], [1.717, -0.002, -0.275], [-2.840, 1.202, 0.737], [1.059, -1.122, -0.397], [3.714, 1.089, 0.559], [3.526, -1.189, 0.742], [1.172, 1.472, -0.703], [-0.263, -2.465, -0.896], [-0.529, -0.871, -1.984], [-1.076, -1.180, 0.957], [-1.954, 0.638, -1.236], [-3.110, 0.755, 1.676], [-3.632, 1.818, 0.424], [-2.041, 1.893, 1.061], [3.058, 1.696, 0.079], [1.603, -1.888, -0.043]]}

(8)
{"formula": "C5H6O", "method": "wB97M-V/def2-TZVPD", "e_tot_ev": -7324.3882, "multiplicity": 1, "e_above_lowest_kj_mol": 472.4, "e_homo_ev": -8.4281, "symbols": ["C", "C", "O", "C", "C", "C", "H", "H", "H", "H", "H", "H"], "xyz": [[-1.109, 0.372, 0.529], [-0.508, -0.876, -0.175], [-0.596, -0.137, -1.441], [-0.436, 0.958, -0.644], [1.420, 0.406, -0.020], [0.987, -0.826, 0.172], [-2.190, 0.431, 0.391], [-0.817, 0.612, 1.548], [-1.011, -1.846, -0.196], [0.324, 1.745, -0.814], [2.403, 0.857, 0.123], [1.533, -1.696, 0.527]]}